Entry from the Open Molecules 2025 dataset: a structure of composition C22H11Cl5GaN3O2 (the ωB97M-V functional and the def2-TZVPD basis).

Each line ends with the Mulliken charge.
Cartesian coordinates (Å):
C1 -2.3233 1.4096 -2.9288  -0.87
O1 0.1597 -2.0799 -1.0465  -0.63
Cl1 6.7485 4.4206 -1.7459  -0.17
C2 -2.1297 -1.5324 1.0604  -0.67
C3 -3.1591 -0.8774 -1.6041  -0.23
H1 -0.8715 1.6054 -1.3689  0.35
H2 -0.7383 -3.1667 0.9348  0.48
C4 -2.1155 -0.1236 -1.0817  -0.58
N1 1.0004 -0.4157 0.3236  0.25
H3 -4.5995 -1.0796 -3.1712  0.39
C5 4.5862 2.2965 0.8124  0.77
C6 -3.3746 0.6621 -3.4398  -0.39
H4 -1.9886 2.2986 -3.4477  0.40
C7 5.6913 3.2523 -1.0740  0.59
Cl2 4.1688 2.1774 2.4821  -0.17
N2 3.6279 -2.0088 3.0800  -0.62
C8 -3.5252 -3.1473 2.8514  -0.37
N3 -0.9027 0.5694 0.9718  0.09
C9 3.9856 1.3394 0.0037  -0.63
C10 -3.7867 -0.4828 -2.7773  -0.90
H5 -4.0616 -3.7697 3.5555  0.40
H6 -1.9603 -4.5756 2.5290  0.42
H7 -3.8657 0.9666 -4.3545  0.40
H8 -3.4731 -1.7803 -1.0988  0.46
Cl3 3.4573 0.1535 -2.3157  -0.18
C11 -1.6481 -2.7931 1.3860  -0.15
C12 0.0131 -1.1620 -0.2900  -0.19
Ga1 2.7608 0.2167 1.0839  0.38
Cl4 5.4165 2.2927 -3.5898  -0.17
Cl5 6.1459 4.4396 1.3231  -0.18
C13 5.4351 3.2623 0.2993  -0.32
C14 0.4240 0.5430 1.0734  -0.08
H9 -3.7250 -0.1209 1.3522  0.39
C15 4.2385 1.3502 -1.3577  0.42
C16 -3.3236 -1.0907 1.6280  0.05
C17 -4.0164 -1.8914 2.5193  -0.94
C18 -2.3462 -3.5959 2.2799  -0.94
H10 -1.5024 1.1125 1.5683  0.28
H11 -4.9431 -1.5382 2.9532  0.39
C19 -1.6948 1.0179 -1.7585  -0.27
C20 5.0958 2.2992 -1.9060  -0.06
C21 3.2964 -1.1713 2.3629  0.35
O2 1.1841 1.2912 1.7598  -0.74
C22 -1.3612 -0.5735 0.1626  3.18

Atoms 1-6, force components in eV/Å:
C 0.028 0.046 -0.033
O -0.082 0.026 0.054
Cl 0.037 0.057 -0.013
C 0.049 -0.040 -0.016
C 0.102 -0.013 0.034
H -0.018 -0.001 -0.011

Results
spin multiplicity: 1
orbital gap: 9.58 eV
charge: 0
E_HOMO: -9.6 eV
energy: -5385.5564 a.u.
max |F|: 0.69 eV/Å